Arrangement w

C5H8N2 | ωB97M-V/def2-TZVPD

```
15
Properties=species:S:1:pos:R:3:mulliken_charge:R:1
C 0.23959 -2.64808 -1.09288 -0.552
N -0.43730 -1.32738 0.13368 0.130
C -0.71223 -0.09957 -0.48534 -0.618
C -0.11820 0.87672 0.24016 0.657
C -0.04298 2.35281 -0.01036 -1.191
C 0.47030 0.16500 1.35205 -0.208
N 0.25552 -1.11630 1.31404 -0.731
H -1.15899 -2.04077 0.19387 0.441
H 1.05178 -2.97848 -0.41336 0.164
H 0.74347 -1.93143 -1.77126 0.128
H -1.26151 -0.07650 -1.41786 0.440
H -0.51340 2.91413 0.80591 0.292
H -0.55098 2.61898 -0.94188 0.317
H 0.99735 2.69327 -0.07682 0.296
H 1.03759 0.59761 2.17003 0.435
```

=====

Arrangement x

C5H8N2 | ωB97M-V/def2-TZVPD

```
15
Properties=species:S:1:pos:R:3:mulliken_charge:R:1
C -2.09181 0.99982 -1.84154 0.168
C -1.44821 0.01749 -1.06110 -0.474
C 0.69863 -0.13605 0.12169 0.833
C 0.41333 -1.54308 0.48090 -1.196
C 1.49905 0.64257 1.05444 -1.314
N -2.44592 1.88621 -2.49509 -0.467
N -0.32364 0.47189 -0.46221 -0.177
H -1.80586 -0.94182 -0.87462 0.428
H 1.19240 -2.00713 1.15071 0.321
H 0.05387 -2.20181 -0.46270 0.267
H -0.54836 -1.45067 1.03122 0.351
H 1.23234 1.61805 0.83545 0.412
H 2.60410 0.58355 1.01332 0.304
H 1.13486 0.61699 2.06988 0.338
H -0.16478 1.44399 -0.56034 0.205
```

=====

Stability ranking, top entry: arrangement x; the second entry is 46.4 kcal/mol less favorable.

=====

Arrangement w

11
Properties=species:S:1:pos:R:3:mulliken_charge:R:1 method="wB97M-V/def2-TZVPD" smiles="[H]/N=C(/C#N)NC"
H 1.60201 -0.29611 0.51589 0.231
N 0.94100 -0.87051 1.13583 -0.614
C -0.22766 -0.62956 0.72727 0.683
C -1.28007 -0.81854 1.65953 0.132
N -1.83953 -0.85565 2.81707 -0.403
N -0.46988 0.06278 -0.36870 -0.331
C 0.41242 0.62961 -1.37223 -0.932
H -1.33695 0.89059 -0.34821 0.307
H 0.97326 1.47292 -0.98252 0.388
H -0.09308 0.64605 -2.42658 0.275
H 1.31847 -0.23159 -1.35735 0.266

=====

Arrangement x

11
Properties=species:S:1:pos:R:3:mulliken_charge:R:1 method="wB97M-V/def2-TZVPD" smiles="[H]/N=C(/C#N)NC"
H -0.30929 1.87369 0.03414 0.254
N 0.67252 1.65322 0.01746 -0.652
C 0.87574 0.38173 -0.00270 0.490
C 2.26510 -0.06990 -0.01773 0.214
N 3.35479 -0.44545 0.00894 -0.373
N -0.05427 -0.63299 0.06525 -0.151
C -1.47025 -0.33689 -0.02127 -1.008
H 0.27387 -1.57602 -0.01921 0.252
H -1.82652 0.12349 0.91290 0.322
H -2.04570 -1.26795 -0.11503 0.318
H -1.73598 0.29708 -0.86274 0.333

=====

Stability ranking, top entry: arrangement x; the second entry is 68.5 kcal/mol less favorable.

=====

Arrangement w

11
Properties=species:S:1:pos:R:3:mulliken_charge:R:1 method="wB97M-V/def2-TZVPD"
H 2.07525 1.55510 -0.23597 0.292
N 1.30960 1.28858 -0.85907 -0.510
C 0.71573 0.31366 -0.30994 0.220
C 1.34372 -0.08384 0.97826 0.334
N 2.17359 -0.10602 1.79175 -0.410
N -0.41751 -0.30674 -0.86148 -0.312
C -1.52383 -0.38255 0.08703 -0.804
H -0.20169 -1.18260 -1.32807 0.294
H -1.19236 -0.72630 1.07902 0.331
H -2.29358 -1.06286 -0.28350 0.313
H -1.98099 0.60827 0.19398 0.253

=====

Arrangement x

C3H5N3 | ωB97M-V/def2-TZVPD

```
11
Properties=species:S:1:pos:R:3:mulliken_charge:R:1
N 1.48420 -0.81016 -0.29321 -0.520
C 0.31206 -0.05833 -0.14814 0.616
C -0.00031 1.08760 -0.75184 -0.930
C -2.61658 0.63990 1.11821 -0.174
N -1.65638 -0.04135 1.10163 -0.017
N -0.53468 -0.70983 0.79415 -0.210
H 2.12396 -0.39961 -0.96064 0.227
H 1.29809 -1.77849 -0.53110 0.255
H 0.61860 1.48197 -1.54805 0.225
H -0.88025 1.65010 -0.46537 0.212
H -0.04588 -1.02664 1.62560 0.317
```

=====

Stability ranking, top entry: arrangement w; the second entry is 28.3 kcal/mol less favorable.